# 1
A 5-piece molecular cluster, C30H90N15O5P5 overall at a distorted geometry. Source: the Open Molecules 2025 dataset; level of theory: ωB97M-V with the def2-TZVPD basis set.

The relative energy (zero: lowest compared OMol25 entry of this formula, charge and spin) is 34.5 kJ/mol. The value obtained for the HOMO energy (alpha / beta) is -0.35430 / -0.35429 Ha. As for the expectation value of S²: 0.761. The multiplicity is 2. The net charge is +1. For the HOMO-LUMO gap (alpha / beta), the calculation gives 7.1901 / 2.3842 eV.

Positions of all 145 atoms, in Å:
H 5.3200 3.6713 4.5146
N 0.6335 -2.7133 -0.3041
H 3.7014 3.7521 3.6577
C -0.7074 0.2317 6.7243
N -1.1685 -0.7694 -1.4508
N 5.4967 3.1125 2.4522
N 2.3323 3.1664 -5.1940
H 0.3472 -0.7432 4.5733
H 8.8561 6.0965 2.0047
H -2.6338 -0.7648 -0.0405
C -2.5039 -1.0773 -1.0766
H -0.9977 4.1437 -3.6114
H -1.5909 -2.9680 5.6319
H 0.7099 5.7383 -8.6446
H -1.6128 -1.6939 -3.3685
H -1.3444 -6.0928 1.5330
H 2.8693 -1.3155 -1.6951
P 0.0747 -1.0658 -0.3190
N -0.2153 3.8485 -5.5638
P -3.1027 -0.6721 5.8353
H 0.8332 1.9327 -0.3921
H 0.3388 0.3468 6.4407
H -4.8092 -0.0530 3.1845
H -5.9440 -7.7852 -2.0677
H 1.9263 -0.2438 -2.8427
H 0.9955 -2.8666 1.7070
H -6.7473 -5.6700 0.4600
C 4.7848 3.8434 3.5807
N -3.3547 -2.0597 4.9392
H -5.3858 -2.1817 5.6462
H -3.0510 -6.4689 2.0970
H -3.9266 2.8540 5.2903
H 5.4515 6.6700 1.4295
C 1.5135 -3.0661 0.7690
H -3.2318 -0.5271 -1.6728
H -6.2732 -9.0424 -0.8544
H -2.7050 2.5623 4.1508
C 4.5336 4.2332 -1.0763
H 3.9631 1.9199 -4.6309
H -2.0794 -5.7206 -1.7846
H -2.0324 -7.5183 -1.6125
H 5.7633 1.1125 1.9535
C -3.1716 2.1131 5.0274
H 2.6241 1.5345 -0.2949
H -1.2302 4.9519 -7.0474
N 1.4209 -0.0567 -0.7928
H 3.2533 3.1148 -8.3969
O 0.7234 1.7633 -6.9702
C 1.4025 5.7088 -7.8034
H -2.6770 -2.1534 -1.0697
P -4.3939 -6.0584 -0.3957
H -4.7289 -8.9093 -1.6352
H -6.7268 -3.8332 1.0184
H -0.0460 -1.4857 -2.9734
H 1.7236 3.0007 -9.2868
O 6.9686 3.1401 0.3406
P 6.0821 3.9948 1.1394
H 2.2960 6.3241 -7.9096
N 1.6480 4.2523 -7.6157
H -1.5404 3.2175 -7.1476
N -2.7150 -6.3705 0.0284
O -0.3173 -0.7169 1.0841
H -5.8199 -8.9709 1.5431
H 8.6862 4.3289 2.5304
H -5.5180 -7.4211 2.1028
H 0.0955 2.7311 -3.7237
C -5.5390 -8.3184 -1.2077
O -4.6111 -5.6958 -1.8098
H 6.9161 7.4733 1.8201
H 1.5006 -3.2260 -2.1259
C -4.1115 -3.9815 1.3497
H -3.7659 -4.4839 2.2532
C 6.2687 6.6612 2.1508
C -2.4664 -3.2116 5.0301
H -4.8503 -3.6244 4.7550
H 2.0263 5.1171 -4.4316
H 8.0831 5.6205 3.5394
C 1.6038 1.2455 -0.0428
H -2.9103 -4.1734 5.2870
H 1.7400 -4.1165 0.5861
C 8.2604 5.3319 2.5034
C -4.7831 -2.5379 4.8107
H -1.9692 -3.1882 4.0604
H 2.4775 1.1210 -4.5634
H 1.5074 1.0368 1.0227
N -3.6913 0.7166 4.9063
N 6.8953 5.3777 1.8937
C -1.3024 4.0333 -6.4650
H 3.5983 4.5561 -4.1569
H -4.1647 -8.5781 1.6247
H 0.9221 6.0789 -6.8977
H 0.6179 -4.5826 -1.3360
H -0.9987 -1.3062 3.7116
H 3.0997 4.5140 1.7596
N -1.4515 -0.4926 5.6799
P 1.1012 3.0917 -6.3932
C 2.8011 4.5093 -4.8989
H 4.0893 1.7378 1.5694
H -0.2966 -3.3121 -2.0273
H -1.1870 1.1718 6.9971
H -2.2088 4.0926 -5.8625
H 2.6285 4.3874 -9.5714
H -0.7871 -6.4723 -0.9355
C -0.7022 -0.5095 4.3938
C 2.9184 2.1005 -4.3780
C -4.9059 0.5871 4.0614
H 3.5844 3.7463 -1.2999
H -0.7661 0.4618 3.9033
C 2.3497 -0.3693 -1.8462
H -5.1541 -2.2252 3.8346
C 2.4014 3.6818 -8.7723
H -3.3941 -3.7003 0.5787
C -5.1327 -8.1406 1.3804
H 4.4300 5.1159 -1.7073
C -0.6431 3.3351 -4.2506
H -5.7884 0.3724 4.6641
C -1.8570 -6.5593 -1.1249
H -4.5847 -3.0916 1.7645
H 4.7213 4.9114 3.3722
H -0.9189 0.0448 -3.3453
C 4.9444 1.7704 2.2445
H 2.5622 5.1144 0.1973
H 5.2530 3.4731 -1.3808
N -5.1649 -7.5272 0.0761
C -0.9869 -0.9422 -2.8876
H -5.1358 1.5823 3.6807
H 2.3479 -2.3648 0.7722
H -6.6831 -5.3784 2.0892
N -5.0179 -4.9405 0.8206
H 3.1553 0.3648 -1.8312
H 3.6044 6.0627 1.2267
H 3.3148 5.1025 -5.6554
H 5.9180 6.8137 3.1715
C -6.4497 -4.8793 1.1487
H -1.8945 -7.7344 1.4214
H 2.9752 2.2981 -3.3076
H -1.5912 2.8117 -4.3745
C 3.4202 5.0506 0.8666
H -2.3976 2.1387 5.7944
O -3.7568 -0.6924 7.1870
H 4.3997 1.3831 3.1056
N 4.7007 4.5249 0.2905
C 0.6444 -3.5074 -1.5130
H -0.5883 -0.5126 7.5117
C -2.2403 -6.7008 1.4063

Mulliken population analysis, charges in e, atoms 1 to 99: H 0.3027; N 0.5649; H 0.4228; C -1.0889; N 0.5439; N 0.3166; N 0.3816; H 0.5662; H 0.3219; H 0.2475; C -1.1177; H 0.3191; H 0.3479; H 0.4600; H 0.3952; H 0.2974; H 0.1906; P -0.3793; N 0.1852; P 0.2814; H 0.2611; H 0.3885; H 0.0963; H 0.3363; H 0.2337; H 0.0930; H 0.3562; C -1.0874; N 0.5196; H 0.4029; H 0.4885; H 0.4157; H 0.1540; C -0.9175; H 0.4290; H 0.3515; H 0.3196; C -1.3064; H 0.4342; H 0.4286; H 0.2986; H 0.2677; C -0.8897; H 0.0543; H 0.2496; N 0.5072; H 0.2956; O -0.8501; C -1.2205; H 0.3096; P 0.5067; H 0.3483; H 0.4141; H 0.3779; H 0.3238; O -0.8064; P 0.4044; H 0.3409; N 0.2986; H 0.4123; N 0.4615; O -0.5899; H 0.3489; H 0.2734; H 0.2524; H 0.1956; C -0.8999; O -0.8069; H 0.4062; H 0.2053; C -0.7911; H 0.3487; C -0.9226; C -1.0873; H 0.4700; H 0.3599; H 0.3434; C -0.7752; H 0.4056; H 0.4067; C -0.9806; C -1.2911; H 0.2164; H 0.3545; H 0.3163; N 0.2522; N 0.1762; C -1.2443; H 0.3426; H 0.2536; H 0.3695; H 0.1826; H 0.1130; H 0.2311; N 0.3597; P 0.3748; C -1.0699; H 0.1511; H 0.2315

# 2
One molecule with the formula C17H19FN2O3S. Source: the Open Molecules 2025 dataset; level of theory: ωB97M-V with the def2-TZVPD basis set.

The relative energy (zero: lowest compared OMol25 entry of this formula, charge and spin) is 0.0 kJ/mol. The value obtained for the HOMO energy is -0.30530 Ha. The multiplicity is 1. For the HOMO-LUMO gap, the calculation gives 8.7292 eV. As for the SMILES: CC(C)c1ccc(NC(=O)CNS(=O)(=O)c2ccc(F)cc2)cc1.

Positions of all 43 atoms, in Å:
N -0.3210 -1.6355 -0.5820
C -0.2815 2.5255 -0.6106
H 0.3734 1.8318 -0.1094
H -3.5971 2.9995 -1.0791
H 2.9860 -5.5417 3.1674
C 3.9879 -3.0807 3.9372
C 3.8896 -5.2399 2.6442
C 0.2145 3.6138 -1.3072
C -1.6474 2.3246 -0.5570
C 3.1077 -2.4329 0.5605
C -1.7374 -0.3358 -2.0162
C 1.5208 -3.3529 2.0812
H 1.2827 -3.9087 2.9756
C -0.3225 -0.6753 -1.5258
H 4.7467 -5.6322 3.1873
H 4.1313 -2.2679 0.2553
H -2.0760 -1.1478 -2.6684
H -1.6682 0.5828 -2.6152
H -0.5348 -2.9895 1.6220
C -0.6832 4.4691 -1.9256
H -3.6188 -0.0842 -1.1946
F -0.2101 5.5274 -2.6047
C 3.9791 -3.7156 2.5448
H 3.8759 -5.6839 1.6512
H 4.8403 -3.4399 4.5099
H -1.2276 -1.8593 -0.1907
N -2.6608 -0.2207 -0.9073
C -2.0554 4.2794 -1.8659
O 0.6481 -0.1359 -2.0142
O -1.2705 0.3364 1.1267
C 0.4915 -2.8406 1.3188
H 3.0796 -3.3290 4.4803
H -2.7162 4.9773 -2.3549
C 2.0867 -1.9118 -0.2139
H 1.2735 3.8009 -1.3786
C 2.8485 -3.1602 1.7142
S -2.2954 0.8965 0.3032
O -3.5607 1.2116 0.8953
C -2.5384 3.1853 -1.1700
H 4.9224 -3.4620 2.0485
H 4.0539 -1.9980 3.8581
H 2.3101 -1.3464 -1.1028
C 0.7654 -2.1127 0.1646

Partial atomic charges computed with the natural (NBO) method, in multiples of e: N -0.5925; C -0.1467; H 0.2582; H 0.2403; H 0.2000; C -0.5946; C -0.5949; C -0.2722; C -0.3720; C -0.1986; C -0.3290; C -0.1577; H 0.2018; C 0.6708; H 0.2067; H 0.2094; H 0.2335; H 0.2148; H 0.2074; C 0.4205; H 0.4102; F -0.3140; C -0.2337; H 0.2121; H 0.2061; H 0.4165; N -0.8654; C -0.2732; O -0.6091; O -0.9299; C -0.2346; H 0.2009; H 0.2368; C -0.2294; H 0.2419; C -0.0357; S 2.3086; O -0.9379; C -0.1747; H 0.2003; H 0.2129; H 0.2476; C 0.1386

# 3
A 13-piece molecular cluster, C35H102N16O13 overall at a distorted geometry. Source: the Open Molecules 2025 dataset; level of theory: ωB97M-V with the def2-TZVPD basis set.

The value obtained for the HOMO energy is -0.32392 Ha. The multiplicity is 1. For the HOMO-LUMO gap, the calculation gives 9.1289 eV.

Positions of all 166 atoms, in Å:
O 15.6563 12.5225 18.0297
H 12.4650 15.1209 9.8806
C 22.5944 14.4127 9.9899
H 23.2963 12.5203 17.9552
N 10.5860 15.4663 17.2438
N 15.6236 20.6728 15.7808
H 14.5878 12.9404 20.2070
H 15.4128 15.0937 15.9979
H 12.8194 19.2006 15.7115
H 16.5629 19.4524 12.6110
N 15.9716 10.4190 18.8696
H 18.2113 19.2775 15.9020
C 23.3972 14.2757 11.2737
H 23.0477 15.0290 20.0279
H 12.0712 20.3026 12.1354
H 17.6979 23.6644 12.9457
N 19.9774 17.6570 10.9291
C 15.8278 22.8233 12.2529
C 18.5972 18.5401 15.1544
H 9.0072 16.9013 12.3449
H 19.6657 12.0302 18.7240
H 18.9927 14.0533 15.9892
H 22.8939 14.8040 12.0378
H 14.3532 10.1121 15.7070
H 21.3741 15.2285 17.4209
C 19.1679 13.6173 16.9477
C 16.3484 8.3263 14.3506
H 19.2994 14.4512 17.6529
N 15.1131 22.2848 11.1472
C 14.3909 20.4874 16.0357
H 16.6226 11.1242 16.1522
H 13.9316 15.2097 11.7553
C 23.0709 16.1125 18.2933
H 15.7924 8.1283 13.4561
N 21.5596 19.2925 10.3142
C 9.3379 16.4091 13.2843
N 14.6717 11.9550 20.0091
C 24.1084 16.0893 17.2077
C 21.7157 11.2495 18.2482
H 20.9811 10.6357 20.1802
H 23.5219 16.1733 9.6552
C 15.0282 24.0413 12.8288
C 13.6438 19.1010 12.1750
H 23.9663 16.8804 16.4686
H 16.7180 14.8122 8.5867
H 14.8690 11.4326 14.7413
H 11.2947 15.9556 17.8437
C 16.3763 17.4047 14.5873
H 21.2363 10.3347 17.8115
N 13.0201 20.2257 11.8706
C 15.4760 11.7199 18.9076
C 11.0102 16.4049 14.9817
C 16.1016 16.2981 10.0294
H 21.0628 13.0868 10.7159
C 14.8708 10.3107 14.7650
O 14.9091 24.9722 11.8278
N 11.9228 14.5476 10.4666
H 21.8284 18.7423 9.4524
O 22.6228 15.7749 9.5078
H 13.7853 19.1497 14.3993
H 21.0559 13.2389 18.8098
H 12.3279 9.6964 12.8517
C 20.6233 12.3792 18.2584
H 22.2570 11.7728 20.2241
H 14.8004 11.3302 20.7953
H 15.1034 23.0378 10.4463
H 22.6241 10.0972 19.8262
H 16.5512 10.0190 18.0673
H 9.1241 15.9598 15.9238
H 11.8565 18.3843 12.9804
N 16.9563 10.1953 15.9524
N 17.1055 19.5522 13.4782
H 16.7684 10.4985 13.7961
H 16.6728 15.9494 11.9816
H 20.5683 16.9191 10.6104
H 14.0247 23.7066 13.1627
H 18.0179 17.5334 13.3470
O 10.4855 17.0831 13.8229
C 17.5844 18.2487 14.0652
H 16.0134 21.4828 16.2316
N 13.6810 19.5443 15.3260
H 13.1156 18.7444 9.6234
C 9.8811 17.7396 16.8113
C 16.3306 9.8504 14.6684
H 8.5536 16.5783 14.0137
N 22.9755 11.6248 17.6326
H 15.5662 17.1537 11.9320
H 13.4163 18.2958 7.8901
H 15.8177 9.8051 19.6459
H 19.5636 18.8888 14.7111
O 20.3118 12.8163 16.9473
H 9.0430 17.7299 17.4793
C 13.1217 17.9253 8.8316
O 16.9287 16.0988 14.9278
H 18.2648 13.0366 17.2353
H 12.8873 17.1574 12.4413
C 21.6446 16.2551 17.7345
H 12.3162 10.1952 14.5314
O 14.8634 18.8624 12.0429
H 23.5437 13.2385 11.4400
O 13.9248 21.0027 17.0029
H 18.8842 17.6275 15.7275
H 13.2610 25.6575 12.7577
C 14.1317 26.0524 12.2347
O 19.6682 19.8131 11.5678
C 12.0826 14.4079 11.8073
H 15.6380 17.5249 8.2923
H 15.9129 22.0699 13.0496
C 15.2249 17.2589 9.2819
O 23.1379 14.9215 19.0464
H 17.8877 20.1404 13.1969
H 12.0625 17.6323 8.7423
H 15.2582 14.9768 14.2120
H 21.6059 16.9379 16.8320
H 13.9418 26.6249 11.3431
C 17.3356 23.2420 12.0131
H 17.9668 10.3318 15.9234
O 14.1939 9.9024 13.6539
H 15.6613 21.5843 10.6966
H 20.8685 14.8170 11.0323
H 25.1333 16.0671 17.5233
H 13.3940 14.5349 13.2260
H 16.1277 20.3906 14.9165
H 9.5846 15.3216 13.1144
N 12.7939 18.1315 12.6275
H 15.6089 17.4424 13.8536
H 16.3744 14.1031 10.1165
H 22.8597 11.6487 16.6211
H 16.0848 17.8674 15.5357
H 15.5364 24.4744 13.6992
H 21.7658 20.2789 10.2683
H 10.7812 18.2997 17.1248
H 14.5847 26.6737 13.0391
H 20.9799 16.6117 18.5313
H 22.9253 13.8432 9.1428
H 17.2854 24.0865 11.3300
N 15.8653 16.2444 11.5076
H 17.3434 7.8499 14.1947
H 15.0337 14.5652 9.1118
H 20.5115 14.1311 9.4144
H 11.9794 16.8479 15.2188
H 16.6075 14.1690 15.0708
C 15.9716 15.0479 15.0890
C 16.0320 14.8779 9.4350
H 15.3370 18.2002 9.8609
H 19.3567 17.3543 11.6843
C 21.9119 10.9103 19.6985
H 11.2744 15.3847 14.7163
H 11.0663 14.1309 10.1034
H 13.4880 21.1111 11.7071
H 12.8940 11.3913 13.3034
H 24.3993 14.6909 11.1981
H 17.1086 16.6827 9.7996
C 20.3808 18.9872 10.9682
O 13.9017 16.8035 9.1901
H 9.5299 18.2531 15.9400
H 17.8635 22.3965 11.5615
C 10.1094 16.3392 16.2196
H 23.2376 16.9981 19.0012
N 13.1575 14.9673 12.3345
C 12.8596 10.3607 13.6350
H 23.9606 15.1733 16.6013
H 15.7705 7.7841 15.1155
C 21.1368 14.0724 10.2720
O 11.3431 13.6667 12.4225
H 11.0352 14.6352 16.8791

Mulliken population analysis, charges in e, atoms 1 to 99: O -0.4360; H 0.1110; C 0.4932; H 0.2473; N -0.7040; N 0.0046; H 0.2675; H 0.4443; H -0.0101; H 0.0327; N -0.2812; H 0.2902; C -1.3890; H 0.2917; H 0.1701; H 0.3944; N -0.0992; C 1.5621; C -1.4674; H 0.2505; H 0.3254; H 0.2177; H 0.3787; H 0.3990; H -0.1123; C -0.3779; C -1.3796; H 0.2550; N -0.5012; C 0.3122; H 0.1209; H 0.0703; C 0.4745; H 0.3794; N -0.4681; C -0.9983; N -0.5112; C -1.4902; C 0.2807; H 0.4024; H 0.3009; C -1.0681; C -0.6280; H 0.3877; H 0.4812; H 0.1160; H 0.3078; C -0.1697; H 0.3009; N -0.1871; C 0.4203; C -0.2767; C 0.5035; H 0.4211; C -0.5340; O -0.3012; N -0.2322; H 0.2041; O -0.5222; H 0.2665; H 0.2067; H 0.2286; C -0.3563; H 0.3260; H 0.1959; H 0.2765; H 0.3685; H 0.2590; H 0.1549; H 0.1295; N -0.5284; N -0.1947; H 0.1531; H 0.2146; H 0.1910; H 0.4825; H -0.8771; O -0.3053; C 1.8187; H 0.2653; N 0.0989; H 0.1466; C -1.2755; C 0.6149; H 0.3093; N -0.6760; H -0.5892; H 0.3829; H 0.1466; H 0.3686; O -0.3891; H 0.3998; C -0.7022; O -0.4101; H 0.1020; H -0.3415; C -0.5688; H 0.3550; O 0.0045

Number 1: calculated total energy -111595.5083 eV. Number 2: calculated total energy -40613.2006 eV. Number 3: calculated total energy -88409.2645 eV.